[1]
This record from the Open Molecules 2025 dataset describes a molecular structure, C19H41N9O9PSY. The level of theory is the ωB97M-V functional and the def2-TZVPD basis.

Geometry as XYZ:
```
81
Properties=species:S:1:pos:R:3:lowdin_charge:R:1
Y -0.7966 0.1543 0.0209 1.48
O -4.5498 2.3574 1.3082 0.21
C -3.5242 1.8535 0.6780 -0.46
O -2.5782 1.3126 1.2330 0.01
C -3.5748 2.0154 -0.8223 -0.08
O -2.7723 1.0236 -1.4386 -0.20
C -3.5128 -0.1866 -1.7425 -0.06
C -3.5066 -1.0765 -0.4911 -0.60
O -4.5254 -1.3884 0.0746 0.12
O -2.2913 -1.3629 -0.1080 -0.18
H -4.4491 2.2550 2.2671 0.16
H -3.1533 2.9948 -1.0631 0.15
H -4.6043 1.9836 -1.1775 0.16
H -2.9824 -0.6668 -2.5626 0.12
H -4.5322 0.0587 -2.0344 0.14
C 4.9627 3.6503 0.6108 0.01
C 3.4957 3.7333 0.7851 -0.30
N 2.8662 4.3414 1.7406 0.15
N 1.5507 4.1421 1.4812 0.05
C 1.3306 3.4189 0.3807 -0.74
S -0.1310 2.9792 -0.3520 0.68
N 2.5757 3.1792 -0.0834 -0.07
N 2.8334 2.4000 -1.2175 0.13
H 5.4434 4.1364 1.4551 0.10
H 5.2801 4.1588 -0.3014 0.10
H 5.2908 2.6108 0.5675 0.09
H 0.8467 4.5669 2.0631 0.17
H 2.0282 2.5280 -1.8347 0.07
H 3.6495 2.7829 -1.6862 0.12
C 2.9848 -2.6229 -2.1688 -0.05
N 1.9678 -1.6441 -1.7612 -0.16
C 1.8934 -1.3790 -0.3591 -0.44
P 0.7100 -1.2495 -2.8059 0.59
O -0.0427 -0.1658 -2.0749 -0.37
N 1.2174 -0.6585 -4.2383 -0.29
C 1.4627 0.7706 -4.4035 -0.08
C 1.7934 -1.4886 -5.2967 -0.09
N -0.0704 -2.6333 -3.1687 -0.28
C -1.0546 -2.6647 -4.2549 -0.08
C -0.2056 -3.7595 -2.2438 -0.06
H 3.9843 -2.2456 -1.9525 0.10
H 2.9154 -2.7910 -3.2402 0.07
H 2.8489 -3.5847 -1.6711 0.10
H 2.7836 -1.8158 0.1005 0.17
H 0.7450 -1.8595 1.1613 0.10
H 2.3194 0.5581 -0.6104 0.07
H 0.8502 1.3327 -3.7019 0.07
H 1.1777 1.0649 -5.4139 0.10
H 2.5225 1.0124 -4.2679 0.09
H 1.5562 -2.5366 -5.1328 0.08
H 2.8796 -1.3744 -5.3400 0.09
H 1.3772 -1.1862 -6.2584 0.10
H -1.0122 -1.7490 -4.8395 0.09
H -2.0617 -2.7754 -3.8468 0.09
H -0.8566 -3.5136 -4.9108 0.10
H -0.1547 -4.6875 -2.8139 0.10
H -1.1622 -3.7135 -1.7185 0.09
H 0.5860 -3.7568 -1.5026 0.06
C -1.6543 -2.5785 2.9582 0.01
N -1.4834 -1.3914 3.7895 -0.05
C -1.9344 -1.4870 5.1792 -0.12
C -2.3443 -0.1203 5.6807 -0.14
C -1.1775 0.8268 5.5121 -0.14
N -0.6323 0.7435 4.1575 -0.06
C 0.3078 1.7919 3.8043 -0.02
C -0.7984 -0.3290 3.3572 -0.42
O -0.2750 -0.3188 2.1888 -0.15
H -2.6264 -3.0161 3.1757 0.11
H -0.8811 -3.3189 3.1789 0.11
H -1.6448 -2.3219 1.9051 0.06
H -1.1354 -1.9051 5.7996 0.14
H -2.7688 -2.1846 5.2063 0.13
H -2.6323 -0.1685 6.7295 0.13
H -3.2077 0.2326 5.1135 0.12
H -0.3871 0.5995 6.2346 0.14
H -1.4853 1.8595 5.6816 0.13
H -0.1314 2.7595 4.0507 0.10
H 0.5274 1.7565 2.7426 0.06
H 1.2400 1.6839 4.3647 0.11
O 1.7820 -0.0091 -0.0172 -0.07
O 0.7186 -1.9429 0.1914 -0.03
```

Calculated values
total charge: +2
LUMO energy: -4.291 eV
energy above the lowest of the compared OMol25 structures with the same formula, charge and spin: 0.000 eV
HOMO level: -14.130 eV
gap between HOMO and LUMO: 9.8 eV

[2]
This record from the Open Molecules 2025 dataset describes 2 unconnected molecules or ions with the total composition C3H10N2. The level of theory is the ωB97M-V functional and the def2-TZVPD basis.

Geometry as XYZ:
```
15
Properties=species:S:1:pos:R:3:lowdin_charge:R:1
C -0.1245 -2.0077 -1.3744 -0.14
N 0.0638 -3.0073 -0.6341 0.02
H -0.7707 -2.1188 -2.2339 0.06
H 0.3120 -1.0417 -1.1099 0.04
H 0.6097 -2.8110 0.1899 0.03
C -1.1652 1.9485 0.5914 -0.12
N -0.0290 1.0912 1.0488 -0.18
C 1.2316 1.4006 0.3612 -0.17
H -1.6192 2.3552 1.4986 0.07
H -0.7521 2.8486 0.1335 0.07
H -1.8212 1.3556 -0.0292 0.07
H -0.2695 0.1411 0.8419 0.05
H 1.1216 1.5739 -0.7143 0.07
H 1.9876 0.6169 0.4581 0.07
H 1.6626 2.2522 0.8885 0.07
```

Calculated values
total charge: 0
LUMO energy: 0.949 eV
SMILES: C=N.CNC
energy above the lowest of the compared OMol25 structures with the same formula, charge and spin: 1.749 eV
HOMO level: -8.984 eV
gap between HOMO and LUMO: 9.9 eV

[3]
This record from the Open Molecules 2025 dataset describes 2 unconnected molecules or ions with the total composition C9H14O. The level of theory is the ωB97M-V functional and the def2-TZVPD basis.

Geometry as XYZ:
```
24
Properties=species:S:1:pos:R:3:lowdin_charge:R:1
C 0.0779 2.9931 0.1527 -0.06
C -1.4882 0.0521 -1.5281 -0.08
C -1.9282 -0.6673 -0.4291 -0.12
C -0.8783 1.2774 -1.3020 -0.06
C -0.5078 1.6239 -0.0122 -0.29
C -1.5944 -0.3494 0.8845 -0.09
C -0.8340 0.8154 1.0822 -0.04
H -1.7746 -0.3867 -2.4757 0.10
H -2.3336 -1.6661 -0.5688 0.11
H -0.7295 1.9906 -2.1025 0.11
H -2.0555 -0.8016 1.7508 0.11
H 0.6355 3.3253 -0.7132 0.07
H 0.8109 3.0850 0.9625 0.08
H -0.5783 1.1201 2.0888 0.11
H -0.6988 3.7353 0.3667 0.09
C 2.1713 -2.2086 0.5101 -0.27
C 2.6645 -1.1026 -0.4397 -0.08
O 0.8104 -1.9705 0.9107 -0.10
H 2.1302 -3.1671 -0.0028 0.10
H 2.8179 -2.1384 1.3815 0.10
H 3.5083 -0.5469 -0.0228 0.06
H 0.4629 -1.3483 0.2757 0.02
H 1.8865 -0.3844 -0.7034 0.06
H 3.1783 -1.3508 -1.3870 0.07
```

Calculated values
total charge: 0
LUMO energy: 0.941 eV
SMILES: Cc1ccccc1.CCO
energy above the lowest of the compared OMol25 structures with the same formula, charge and spin: 1.032 eV
HOMO level: -9.141 eV
gap between HOMO and LUMO: 10.1 eV

[4]
This record from the Open Molecules 2025 dataset describes a molecular structure, C25H36N8SV. The level of theory is the ωB97M-V functional and the def2-TZVPD basis.

Geometry as XYZ:
```
71
Properties=species:S:1:pos:R:3:mulliken_spin:R:1
V -0.6066 0.5340 -0.7780 1.27
S -1.4920 -1.5301 -0.4611 -0.03
C 0.1525 -1.8320 -1.1463 0.03
N 0.7139 -2.9267 -1.4258 -0.02
N 0.1437 -4.0855 -1.1685 -0.01
C 0.7825 -5.3017 -1.4730 0.00
C 2.0679 -5.3358 -1.9992 0.00
C 2.6473 -6.5640 -2.2800 0.00
C 1.9632 -7.7465 -2.0410 0.00
C 0.6808 -7.6986 -1.5134 0.00
C 0.0870 -6.4809 -1.2279 0.00
N 0.7167 -0.5784 -1.5564 -0.08
N 1.1478 0.2093 -0.4761 -0.15
C 2.1306 1.1816 -0.7770 0.01
C 2.1837 2.3040 0.0516 -0.03
C 3.1105 3.3030 -0.2074 0.02
C 3.9856 3.1688 -1.2760 -0.03
C 3.9320 2.0413 -2.0877 0.02
C 3.0023 1.0420 -1.8531 -0.03
H -0.8012 -4.1118 -0.8072 0.00
H 2.6024 -4.4169 -2.1899 0.00
H 3.6468 -6.5928 -2.6930 0.00
H 2.4235 -8.6979 -2.2677 0.00
H 0.1348 -8.6130 -1.3245 0.00
H -0.9176 -6.4483 -0.8212 0.00
H 1.5079 2.3802 0.8988 -0.01
H 3.1607 4.1765 0.4287 0.00
H 4.7183 3.9389 -1.4737 0.00
H 4.6243 1.9421 -2.9126 0.00
H 2.9442 0.1633 -2.4794 0.00
C 1.1051 -0.7498 3.9964 0.00
C 0.7795 -0.2859 2.5579 0.00
N -0.5059 0.4217 2.5166 -0.01
C -1.5652 -0.4841 2.9730 0.01
C -1.3090 -0.9478 4.4259 0.00
N -0.0275 -0.3110 4.8790 0.00
C -0.1559 1.1844 4.8530 0.00
C -0.4546 1.5945 3.3895 0.00
H 2.0140 -0.2999 4.3917 0.00
H 1.1825 -1.8319 4.0860 0.00
H 0.7275 -1.1368 1.8811 0.00
H 1.5643 0.3707 2.1875 0.00
H -1.6018 -1.3360 2.2975 0.00
H -2.5230 0.0319 2.9095 0.00
H -1.1816 -2.0254 4.5100 0.00
H -2.0881 -0.6321 5.1173 0.00
H 0.1665 -0.6066 5.8350 0.00
H 0.7794 1.5964 5.2268 0.00
H -0.9566 1.4515 5.5400 0.00
H 0.3197 2.2709 3.0290 0.00
H -1.4087 2.1176 3.3363 0.00
C -2.7824 1.6340 -2.4353 0.03
C -3.5876 2.8615 -2.9381 0.00
N -2.9769 4.0846 -2.4421 0.00
C -2.9909 4.0959 -0.9920 0.00
C -2.1589 2.8937 -0.4516 0.03
N -1.6354 2.1151 -1.6075 -0.07
C -0.7632 3.0010 -2.4369 0.03
C -1.6140 4.1997 -2.9395 0.00
H -2.3630 1.0438 -3.2519 0.00
H -3.3811 0.9656 -1.8129 0.00
H -4.6196 2.8123 -2.5932 0.00
H -3.6055 2.8873 -4.0266 0.00
H -4.0211 4.0354 -0.6434 0.00
H -2.5724 5.0360 -0.6347 0.00
H -2.7661 2.2184 0.1615 0.00
H -1.2983 3.2286 0.1367 0.00
H -0.3699 2.3910 -3.2517 0.00
H 0.0775 3.3156 -1.8130 0.01
H -1.6377 4.2206 -4.0279 0.00
H -1.1875 5.1432 -2.6011 0.00
```

Calculated values
expectation value of S²: 0.83
total charge: +2
LUMO energy (spin up / spin down): -6.451 / -5.758 eV
2S+1: 2
HOMO level (spin up / spin down): -11.722 / -11.731 eV
gap between HOMO and LUMO (spin up / spin down): 5.3 / 6.0 eV

[5]
This record from the Open Molecules 2025 dataset describes a single C4H3N5S molecule. The level of theory is the ωB97M-V functional and the def2-TZVPD basis.

Geometry as XYZ:
```
13
Properties=species:S:1:pos:R:3:lowdin_charge:R:1
C 1.2730 0.7664 -0.0119 -0.40
C 1.8625 -1.4486 -0.0314 -0.21
C -0.3064 -1.0228 -0.0017 -0.38
C -0.0895 0.3557 0.0091 -0.43
H 2.6124 2.2822 0.2219 0.13
H 0.9528 2.7709 0.1700 0.09
H 2.7071 -2.1229 -0.0981 0.11
N 1.6305 2.0623 -0.0255 0.14
N 2.2339 -0.1640 0.0440 0.12
N 0.6550 -1.9457 -0.0262 0.13
N -1.6554 -1.4017 0.0384 0.01
N -2.4093 -0.4097 0.0612 -0.29
S -1.6183 1.1361 -0.0451 0.98
```

Calculated values
total charge: 0
LUMO energy: -0.302 eV
SMILES: Nc1ncnc2nnsc12
energy above the lowest of the compared OMol25 structures with the same formula, charge and spin: 0.000 eV
HOMO level: -9.259 eV
gap between HOMO and LUMO: 9.0 eV

[6]
This record from the Open Molecules 2025 dataset describes a gas-phase ion, C5H9FN3O (charge +1). The level of theory is the ωB97M-V functional and the def2-TZVPD basis.

Geometry as XYZ:
```
19
Properties=species:S:1:pos:R:3:lowdin_charge:R:1
C 1.0945 1.8886 0.5958 -0.11
C -1.0688 2.5213 0.0846 -0.45
C 1.1204 0.6258 -0.2426 -0.04
C -0.3571 0.1095 -0.2546 -0.43
C -0.5902 -1.0337 -1.2560 -0.14
N 0.1721 2.7232 0.7260 0.18
N -1.3071 1.0869 -0.3440 0.13
N -0.5610 -0.6147 1.2133 0.26
O -1.8534 3.3296 -0.1904 0.20
F -1.8572 -1.4937 -1.0909 0.03
H 1.8603 2.0203 1.2742 0.10
H 1.4890 0.8846 -1.3472 0.19
H 1.8911 0.0002 0.2318 0.13
H 0.1955 -1.6783 -1.0323 0.11
H -0.3448 -0.6750 -2.2972 0.17
H -2.3067 0.7909 -0.5502 0.19
H -1.5252 -0.9383 1.1182 0.15
H -0.7409 0.0405 1.9602 0.16
H 0.1320 -1.3542 1.3942 0.17
```

Calculated values
total charge: +1
LUMO energy: -3.951 eV
SMILES: [NH3+][C@]1(CF)CC=NC(=O)N1
energy above the lowest of the compared OMol25 structures with the same formula, charge and spin: 0.000 eV
HOMO level: -14.241 eV
gap between HOMO and LUMO: 10.3 eV

no.,strongest force on any atom (hartree/bohr)
1,0.0072
2,0.0405
3,0.0416
4,0.0086
5,0.0310
6,0.0698